1.
C19H35F3NO3PS | ωB97M-V with the def2-TZVPD basis set

Results
Total charge ... 0
Kohn-Sham gap ... 0.285 Eh

XYZ file:
```
63
Properties=species:S:1:pos:R:3:forces:R:3
S 0.112 -1.979 2.875 6.7 -4.5 0.4
P -3.973 -2.112 0.733 -1.4 -0.1 0.9
F -0.456 -2.677 -3.708 1.6 3.2 2.8
F 1.501 -1.589 -2.841 -4.9 -0.1 0.5
F -0.668 -0.457 -2.798 2.6 -4.0 0.2
O -0.802 -1.549 4.241 0.4 0.2 -2.9
O 0.649 -3.438 3.153 -3.1 5.0 -0.5
O 1.360 -1.115 2.603 -5.0 -1.2 0.9
N 2.083 2.405 -2.967 5.8 -0.6 -12.4
C -1.608 -0.336 4.043 -0.8 1.7 1.0
C -1.031 -2.181 1.361 -1.6 0.2 -0.7
C -0.989 1.609 1.561 0.1 0.8 0.2
C 2.974 1.499 -0.845 -0.4 0.8 0.4
C -3.840 -1.249 -0.943 0.2 0.4 -2.3
C -0.315 -2.503 -1.180 0.1 1.4 0.3
C -2.525 -1.808 1.922 1.6 -0.2 1.5
C 4.892 0.760 0.845 0.6 0.1 0.5
C -2.478 0.961 1.752 0.0 1.3 0.2
C 0.039 -1.755 -2.633 -0.2 -0.9 -0.6
C 3.109 2.373 -5.394 0.1 0.0 -0.3
C -0.531 -1.376 0.038 1.2 0.6 -1.0
C 0.854 2.900 0.183 0.7 -1.0 1.6
C 4.093 2.083 0.208 0.5 -1.1 0.6
C 2.536 2.391 -4.038 -0.2 0.1 -0.5
C -2.585 -0.341 2.728 -1.6 -0.6 -0.6
C -0.706 2.303 0.101 0.8 1.3 0.7
C -3.974 -4.042 0.466 1.5 -0.5 -0.3
C 1.742 2.586 -1.159 -1.8 1.3 6.2
H 4.650 -0.235 0.264 0.4 2.1 1.1
H -4.685 -1.717 -1.646 1.8 0.9 1.7
H 1.066 2.248 -2.062 -1.1 0.5 5.5
H -3.035 -4.296 -0.224 -2.2 0.0 1.3
H -2.303 -0.259 5.013 1.7 -0.5 -2.2
H 2.478 0.548 -0.374 1.1 1.6 -0.9
H -2.837 -1.378 -1.529 -1.8 0.2 1.0
H -0.890 2.480 2.370 0.0 -1.9 -1.7
H 2.990 1.394 -5.871 -0.1 0.1 0.3
H 4.899 2.791 -0.279 -1.8 -1.4 0.7
H -4.979 -4.416 -0.007 2.1 0.9 0.8
H -1.384 3.256 -0.067 1.0 -2.1 0.4
H 6.070 0.900 0.821 -2.5 -0.2 0.0
H 3.648 2.659 1.127 0.6 -1.0 -2.0
H -3.814 -4.589 1.515 -0.4 1.4 -2.3
H -3.143 1.814 2.260 1.4 -1.9 -1.2
H 4.181 2.599 -5.384 -0.2 0.0 0.2
H 1.390 2.317 1.076 -1.3 1.3 -1.5
H -0.876 0.576 4.126 -1.5 -1.6 -0.6
H -1.309 -3.111 -1.296 2.1 1.1 -0.1
H -1.243 -0.485 -0.305 1.4 -2.3 0.9
H -4.080 -0.080 -0.940 0.5 -2.7 0.4
H -1.067 -3.337 1.068 0.6 2.5 1.2
H -0.101 0.877 1.772 -1.8 1.1 -0.4
H 2.629 3.110 -6.046 0.0 -0.1 0.3
H 0.872 4.036 0.501 -0.2 -2.2 -0.8
H -3.702 -0.322 3.156 2.5 -0.1 -1.0
H 4.612 0.607 1.988 0.4 0.2 -2.5
H -2.707 -2.593 2.809 0.2 1.5 -2.1
H 0.604 -3.162 -0.855 -1.9 1.2 -1.0
H 2.311 3.596 -1.443 -1.7 -1.9 0.8
H 3.544 1.248 -1.843 -1.2 0.2 2.2
H -2.931 0.825 0.674 0.7 -0.2 2.3
H -0.864 1.601 -0.821 0.4 1.1 1.8
H 0.543 -0.864 0.143 -2.4 -1.2 0.3
```
Positions in Å, forces in eV/Å.

natural (NBO) atomic charge list, values in e, 2 entries: atom 1 (S): 2.110, atom 2 (P): 0.757

2.
C7H9NO2S | ωB97M-V with the def2-TZVPD basis set

Results
Total charge ... 0
Kohn-Sham gap (spin up / spin down) ... 0.285 / 0.285 Eh

XYZ file:
```
20
Properties=species:S:1:pos:R:3:forces:R:3
S -1.745 1.231 -1.992 1.6 1.4 1.7
O 2.221 0.209 1.007 -2.3 0.1 -0.9
O -1.158 2.615 -1.862 -0.7 -1.2 -0.7
N -2.550 -1.447 -1.445 2.0 3.4 1.6
C 0.449 -1.429 0.934 -0.7 0.9 -1.7
C -1.699 -0.952 -0.560 -0.6 -3.0 -1.6
C -0.185 0.899 0.241 3.5 0.3 -0.8
C 2.674 1.398 0.238 0.9 -3.3 2.1
C -1.186 0.364 -0.695 -0.9 1.5 -1.5
C 0.904 -0.179 0.701 -0.3 -0.2 0.2
C -1.024 -1.715 0.591 -1.3 1.5 0.5
H 3.667 1.428 0.753 -0.6 0.9 -1.5
H 1.998 2.159 0.453 -0.4 1.8 0.5
H 0.318 1.820 -0.195 -0.8 -1.3 0.1
H -1.696 -1.382 1.443 0.7 -0.8 -0.4
H 2.549 1.109 -0.787 0.9 0.2 -0.8
H 1.054 -2.296 1.147 0.3 0.2 0.3
H -0.541 1.271 1.153 -1.3 0.5 1.4
H -2.783 -2.401 -1.419 -0.1 -1.6 0.7
H -1.270 -2.702 0.294 0.3 -1.4 0.6
```
Positions in Å, forces in eV/Å.

natural (NBO) atomic charge list, values in e, 2 entries: atom 1 (S): 1.222, atom 2 (O): -0.519

3.
C6H12Cl6GeN5O2SbSr | ωB97M-V with the def2-TZVPD basis set

Results
Total charge ... +1
Kohn-Sham gap (spin up / spin down) ... 0.327 / 0.255 Eh
Expectation value of S² ... 0.7540
Multiplicity ... 2

XYZ file:
```
34
Properties=species:S:1:pos:R:3:forces:R:3
Sb -0.327 -1.501 -1.454 0.0 0.1 0.1
Sr 0.387 0.380 1.337 0.0 0.0 -0.1
Ge -0.868 0.447 4.651 0.0 0.1 0.1
Cl -0.625 1.039 6.731 0.0 0.0 -0.1
Cl -4.915 1.088 1.127 0.0 0.0 0.0
Cl 1.023 -0.646 4.136 0.0 0.0 -0.1
Cl -4.451 -1.383 2.550 0.0 0.0 0.0
Cl -0.414 2.342 3.512 0.0 -0.1 0.0
Cl -3.985 1.172 3.859 0.0 0.0 0.0
O -2.072 0.763 0.824 0.0 0.0 0.0
O -1.614 -0.352 2.672 -0.2 0.0 0.0
N 4.169 3.012 -0.092 0.0 0.0 0.0
N 2.892 1.297 -0.623 0.0 0.0 0.0
N 2.398 1.837 0.481 0.0 0.1 0.1
N 4.758 1.717 -1.968 0.0 0.0 -0.1
N 3.919 2.026 -0.919 0.0 0.0 0.0
C 3.193 2.870 0.791 0.0 0.0 0.0
C 0.944 -2.510 -2.828 0.0 0.0 -0.1
C -1.438 -0.315 -2.827 0.0 0.0 -0.1
C -2.433 0.246 1.882 0.1 0.0 0.0
C -1.767 -3.038 -1.156 0.0 0.0 0.0
C -3.917 0.281 2.314 0.0 0.0 0.1
H -2.103 -3.410 -2.123 0.0 0.0 0.0
H 0.342 -2.923 -3.636 0.0 0.0 0.0
H -2.258 0.177 -2.307 0.0 0.0 0.0
H 5.346 2.528 -2.133 0.0 0.0 0.0
H 3.060 3.511 1.645 0.0 0.0 0.0
H -1.839 -0.958 -3.609 0.0 0.0 0.0
H -2.621 -2.647 -0.605 0.0 0.0 0.0
H 4.198 1.510 -2.787 0.0 0.0 0.0
H -0.800 0.442 -3.280 0.0 0.0 0.0
H 1.677 -1.821 -3.246 0.0 0.0 0.0
H -1.328 -3.858 -0.591 0.0 0.0 0.0
H 1.470 -3.320 -2.327 0.0 0.0 0.0
```
Positions in Å, forces in eV/Å.

natural (NBO) atomic charge list, values in e, 2 entries: atom 1 (Sb): 0.865, atom 2 (Sr): 1.747

4.
H3OS2 | ωB97M-V with the def2-TZVPD basis set

Results
Total charge ... 0
Kohn-Sham gap (spin up / spin down) ... 0.350 / 0.276 Eh
Expectation value of S² ... 0.7541
Multiplicity ... 2

XYZ file:
```
6
Properties=species:S:1:pos:R:3:forces:R:3
S 0.815 1.099 -1.326 -0.1 0.0 0.5
S -0.222 0.579 0.272 -0.1 -0.1 -0.2
O -1.136 -2.877 1.613 0.2 0.0 0.1
H 0.244 1.328 1.298 0.2 0.1 -0.3
H -0.220 -2.975 1.908 -0.3 0.1 -0.1
H -1.282 -1.929 1.514 0.1 -0.1 0.0
```
Positions in Å, forces in eV/Å.

natural (NBO) atomic charge list, values in e, 2 entries: atom 1 (S): -0.106, atom 2 (S): -0.008

5.
C8H15N2 | ωB97M-V with the def2-TZVPD basis set

Results
Total charge ... +1
Kohn-Sham gap ... 0.330 Eh
SMILES ... CN[C@H]1C[C@H]2CCC(=[NH2+])[C@H]21

XYZ file:
```
25
Properties=species:S:1:pos:R:3:forces:R:3
N -0.006 1.534 -0.792 1.0 -0.7 -0.1
N -1.857 0.525 0.511 -0.7 -1.2 1.4
C 1.695 -0.282 -0.297 0.6 -0.3 4.4
C 0.526 0.215 -1.031 -1.8 0.6 -1.8
C -0.512 2.322 -1.874 -2.1 -1.5 -2.0
C 0.688 -1.831 1.588 1.2 -0.7 0.1
C 1.004 -1.649 0.101 0.3 -0.4 -1.5
C -1.054 -0.501 0.704 0.2 2.2 -1.0
C -0.286 -1.008 -0.445 -2.1 -1.0 -1.2
C -0.469 -0.948 1.989 -2.1 0.4 1.8
H -1.259 -1.565 2.493 0.6 0.4 -0.2
H 0.259 2.776 -2.487 0.0 -0.3 -0.6
H -0.277 -0.107 2.764 -0.2 -1.1 -1.6
H 1.483 -2.574 -0.434 -1.3 1.7 1.1
H -0.989 -1.577 -1.136 0.9 0.8 0.6
H 0.550 0.085 -2.112 0.5 -0.4 -0.1
H -0.986 3.111 -1.351 -0.9 1.1 -0.1
H 1.567 -1.424 2.104 0.0 -1.2 0.5
H -2.440 0.879 1.263 0.4 -0.1 0.2
H -1.330 1.722 -2.512 1.9 1.4 1.2
H 2.620 -0.302 -0.775 1.5 -0.1 -0.9
H 0.365 -2.893 1.753 1.0 0.9 0.3
H 1.861 0.222 0.744 -0.3 -0.2 -1.9
H -1.859 1.146 -0.298 0.2 -1.0 -0.1
H 0.708 2.124 -0.469 1.3 0.5 1.4
```
Positions in Å, forces in eV/Å.

natural (NBO) atomic charge list, values in e, 2 entries: atom 1 (N): -0.653, atom 2 (N): -0.640

Please write out number 1 again, unchanged.
C19H35F3NO3PS | ωB97M-V with the def2-TZVPD basis set

Results
Total charge ... 0
Kohn-Sham gap ... 0.285 Eh

XYZ file:
```
63
Properties=species:S:1:pos:R:3:forces:R:3
S 0.112 -1.979 2.875 6.7 -4.5 0.4
P -3.973 -2.112 0.733 -1.4 -0.1 0.9
F -0.456 -2.677 -3.708 1.6 3.2 2.8
F 1.501 -1.589 -2.841 -4.9 -0.1 0.5
F -0.668 -0.457 -2.798 2.6 -4.0 0.2
O -0.802 -1.549 4.241 0.4 0.2 -2.9
O 0.649 -3.438 3.153 -3.1 5.0 -0.5
O 1.360 -1.115 2.603 -5.0 -1.2 0.9
N 2.083 2.405 -2.967 5.8 -0.6 -12.4
C -1.608 -0.336 4.043 -0.8 1.7 1.0
C -1.031 -2.181 1.361 -1.6 0.2 -0.7
C -0.989 1.609 1.561 0.1 0.8 0.2
C 2.974 1.499 -0.845 -0.4 0.8 0.4
C -3.840 -1.249 -0.943 0.2 0.4 -2.3
C -0.315 -2.503 -1.180 0.1 1.4 0.3
C -2.525 -1.808 1.922 1.6 -0.2 1.5
C 4.892 0.760 0.845 0.6 0.1 0.5
C -2.478 0.961 1.752 0.0 1.3 0.2
C 0.039 -1.755 -2.633 -0.2 -0.9 -0.6
C 3.109 2.373 -5.394 0.1 0.0 -0.3
C -0.531 -1.376 0.038 1.2 0.6 -1.0
C 0.854 2.900 0.183 0.7 -1.0 1.6
C 4.093 2.083 0.208 0.5 -1.1 0.6
C 2.536 2.391 -4.038 -0.2 0.1 -0.5
C -2.585 -0.341 2.728 -1.6 -0.6 -0.6
C -0.706 2.303 0.101 0.8 1.3 0.7
C -3.974 -4.042 0.466 1.5 -0.5 -0.3
C 1.742 2.586 -1.159 -1.8 1.3 6.2
H 4.650 -0.235 0.264 0.4 2.1 1.1
H -4.685 -1.717 -1.646 1.8 0.9 1.7
H 1.066 2.248 -2.062 -1.1 0.5 5.5
H -3.035 -4.296 -0.224 -2.2 0.0 1.3
H -2.303 -0.259 5.013 1.7 -0.5 -2.2
H 2.478 0.548 -0.374 1.1 1.6 -0.9
H -2.837 -1.378 -1.529 -1.8 0.2 1.0
H -0.890 2.480 2.370 0.0 -1.9 -1.7
H 2.990 1.394 -5.871 -0.1 0.1 0.3
H 4.899 2.791 -0.279 -1.8 -1.4 0.7
H -4.979 -4.416 -0.007 2.1 0.9 0.8
H -1.384 3.256 -0.067 1.0 -2.1 0.4
H 6.070 0.900 0.821 -2.5 -0.2 0.0
H 3.648 2.659 1.127 0.6 -1.0 -2.0
H -3.814 -4.589 1.515 -0.4 1.4 -2.3
H -3.143 1.814 2.260 1.4 -1.9 -1.2
H 4.181 2.599 -5.384 -0.2 0.0 0.2
H 1.390 2.317 1.076 -1.3 1.3 -1.5
H -0.876 0.576 4.126 -1.5 -1.6 -0.6
H -1.309 -3.111 -1.296 2.1 1.1 -0.1
H -1.243 -0.485 -0.305 1.4 -2.3 0.9
H -4.080 -0.080 -0.940 0.5 -2.7 0.4
H -1.067 -3.337 1.068 0.6 2.5 1.2
H -0.101 0.877 1.772 -1.8 1.1 -0.4
H 2.629 3.110 -6.046 0.0 -0.1 0.3
H 0.872 4.036 0.501 -0.2 -2.2 -0.8
H -3.702 -0.322 3.156 2.5 -0.1 -1.0
H 4.612 0.607 1.988 0.4 0.2 -2.5
H -2.707 -2.593 2.809 0.2 1.5 -2.1
H 0.604 -3.162 -0.855 -1.9 1.2 -1.0
H 2.311 3.596 -1.443 -1.7 -1.9 0.8
H 3.544 1.248 -1.843 -1.2 0.2 2.2
H -2.931 0.825 0.674 0.7 -0.2 2.3
H -0.864 1.601 -0.821 0.4 1.1 1.8
H 0.543 -0.864 0.143 -2.4 -1.2 0.3
```
Positions in Å, forces in eV/Å.

natural (NBO) atomic charge list, values in e, 2 entries: atom 1 (S): 2.110, atom 2 (P): 0.757

Q: Which formula does entry 1 have?
A: C19H35F3NO3PS